(1)
A 10-piece molecular cluster, C14H34N8O22S overall at a distorted geometry, computed with wB97M-V/def2-TZVPD.

```
79
C14H34N8O22S | the OMol25 dataset | wB97M-V/def2-TZVPD
C -3.1579 2.9617 0.5620
N -3.7226 1.8053 -0.1950
O -3.8954 1.9676 -1.3837
O -4.0008 0.7823 0.4094
H -2.2295 3.3089 0.1140
H -2.9171 2.5592 1.5430
H -3.8697 3.7827 0.5974
C 0.2043 -4.2656 1.6841
N 0.6123 -3.7209 3.0350
O 1.7836 -3.5441 3.2283
O -0.2742 -3.4227 3.8027
H 0.7752 -3.8135 0.8762
H -0.8296 -3.9287 1.6969
H 0.3336 -5.3427 1.6086
C 3.0251 -0.1669 0.3781
N 3.4282 -1.5645 0.4110
O 2.6828 -2.3447 0.9627
O 4.5334 -1.8544 -0.0394
H 3.1562 0.1608 -0.6511
H 3.7403 0.3618 1.0083
H 2.0482 -0.0177 0.8268
C -0.2093 -0.3533 -0.3517
N -0.8877 -0.2575 0.9872
O -0.9363 -1.3010 1.6364
O -1.1088 0.8537 1.4051
H -0.9136 -0.2436 -1.1777
H 0.1829 -1.3402 -0.5882
H 0.4357 0.5218 -0.3248
C -3.6552 -2.4108 1.0882
N -5.1323 -2.3387 1.2925
O -5.7653 -1.9961 0.3219
O -5.6552 -2.5616 2.3729
H -3.3477 -1.8017 0.2459
H -3.4086 -3.4688 1.0077
H -3.1951 -2.0933 2.0225
C 2.7133 -1.3332 -4.2430
N 2.3049 -2.4070 -3.3088
O 1.6339 -2.0632 -2.3234
O 2.7509 -3.5202 -3.4483
H 2.6333 -1.6792 -5.2712
H 3.7305 -1.0236 -4.0115
H 2.0479 -0.4841 -4.1045
C -2.8122 -2.9363 -4.0164
N -1.7195 -3.1410 -3.0286
O -1.9022 -2.8235 -1.8605
O -0.7237 -3.6951 -3.4873
H -3.3230 -3.8218 -4.3901
H -2.3196 -2.4213 -4.8373
H -3.6156 -2.3442 -3.5819
C 1.9374 4.6394 1.5896
N 2.3797 3.7883 0.5176
O 2.9129 4.2471 -0.4733
O 2.1097 2.5692 0.6303
H 1.7037 4.1371 2.5241
H 0.9680 5.0398 1.2821
H 2.5649 5.5181 1.7202
O -1.2652 -0.3159 -3.7846
S -0.9277 1.0660 -4.0624
O -1.5933 1.9036 -5.0483
O -0.8508 1.7817 -2.6142
C -0.0258 2.9320 -2.7372
C 1.2209 2.4294 -3.4796
O 0.7094 1.2866 -4.2209
H -0.4226 3.6863 -3.4226
H 0.1010 3.5188 -1.8303
H 2.0346 2.1518 -2.8067
H 1.7106 3.1572 -4.1256
O 3.5369 0.7148 3.0510
C 2.5005 1.0439 3.6006
C 1.2904 0.2045 3.8686
C 0.3390 1.2888 4.3991
C 1.3102 2.3174 5.0735
O 2.3926 2.2634 4.1185
H 0.7955 -0.3645 3.0868
H 1.3920 -0.3862 4.7796
H -0.3863 1.7927 3.7599
H -0.3661 0.8820 5.1287
H 0.9743 3.3411 4.9097
H 1.7245 2.1464 6.0654
```

Energy above the lowest of the compared OMol25 structures with the same formula, charge and spin ... 0.0 kcal per mole
Kohn-Sham gap ... 0.346 Eh
DFT total energy ... -82845.6291 eV
HOMO ... -10.4 eV
Structure (SMILES) ... C[N+](=O)[O-].C[N+](=O)[O-].C[N+](=O)[O-].C[N+](=O)[O-].C[N+](=O)[O-].C[N+](=O)[O-].C[N+](=O)[O-].C[N+](=O)[O-].O=S1(=O)OCCO1.O=C1CCCO1

Löwdin charges in e: C 0.038; N -0.424; O 0.070; O 0.061; H 0.086; H 0.080; H 0.102; C 0.054; N -0.443; O 0.064; O 0.042; H 0.076; H 0.069; H 0.100; C -0.007; N -0.416; O 0.057; O 0.062; H 0.103; H 0.085; H 0.061; C 0.051; N -0.374; O 0.042; O 0.052; H 0.078; H 0.080; H 0.080; C 0.023; N -0.442; O 0.056; O 0.055; H 0.069; H 0.103; H 0.086; C 0.053; N -0.411; O 0.016; O 0.096; H 0.104; H 0.108; H 0.063; C 0.028; N -0.419; O 0.051; O 0.061; H 0.101; H 0.087; H 0.099; C 0.039; N -0.405; O 0.081; O 0.037; H 0.087; H 0.110; H 0.112; O -0.224; S 0.720; O -0.214; O -0.221; C -0.177; C -0.132; O -0.237; H 0.125; H 0.128; H 0.119; H 0.133; O 0.090; C -0.481; C -0.040; C -0.145; C -0.104; O -0.009; H 0.099; H 0.143; H 0.096; H 0.115; H 0.114; H 0.129

=====

(2)
C3H14NOPd as an isolated structure at a distorted geometry, computed with wB97M-V/def2-TZVPD.

```
20
C3H14NOPd | the OMol25 dataset | wB97M-V/def2-TZVPD
C -0.5687 0.5946 -3.1779
Pd -0.8086 -0.7833 -0.8021
N -1.1584 -1.9259 1.0448
H -0.1214 -2.0659 -1.4770
H -0.3041 -1.9774 1.6083
H -1.1319 -0.2209 -2.6571
H -0.2075 0.1579 -4.1107
H 0.2734 0.9807 -2.5972
H -1.2331 1.4387 -3.4083
H -1.9119 -1.6112 1.6650
H -1.3903 -2.8848 0.7689
C 1.1955 1.0274 2.4075
C 0.5398 1.0900 1.0356
O 0.8791 -0.0560 0.2423
H 0.8880 0.1418 2.9732
H 0.9119 1.8956 3.0082
H 2.2917 1.0446 2.3503
H -0.5536 1.0368 1.0513
H 0.8343 2.0023 0.5129
H 1.5758 0.1149 -0.4379
```

⟨S²⟩ ... 6.006
Kohn-Sham gap (spin up / spin down) ... 0.231 / 0.293 Eh
Net charge ... +1
DFT total energy ... -10340.5829 eV
HOMO (spin up / spin down) ... -9.4 / -16.4 eV
2S+1 ... 5

Löwdin charges in e: C -0.104; Pd 0.929; N -0.027; H 0.000; H 0.069; H -0.119; H 0.043; H 0.005; H 0.050; H 0.078; H 0.070; C -0.057; C -0.288; O -0.254; H 0.077; H 0.094; H 0.092; H 0.070; H 0.130; H 0.142

=====

(3)
A 6-piece molecular cluster, C18H45BN7O10S3 overall at a distorted geometry, computed with wB97M-V/def2-TZVPD.

```
84
C18H45BN7O10S3 | the OMol25 dataset | wB97M-V/def2-TZVPD
N -0.7738 0.5913 3.6663
B 0.0489 -0.6798 3.7794
O -0.5666 -1.9689 3.4349
S 1.8383 -0.4624 4.3261
O 1.8586 -0.8725 5.8211
O 2.2934 1.0169 4.3068
N 2.9558 -1.4951 3.5284
S 2.7700 -1.4253 1.8198
O 4.1693 -1.7033 1.2190
O 1.8667 -2.5701 1.3042
C 2.2573 0.2368 1.1714
C 2.4557 0.1937 -0.4552
C 1.0631 0.5131 -1.2361
S 0.7953 -0.7677 -2.5859
H -1.0574 0.9070 4.6104
H -1.5856 0.4459 3.0404
H -0.8311 -2.3969 4.2866
H 2.8189 1.1215 1.6559
H 1.1208 0.4293 1.3199
H 3.2848 0.9620 -0.7325
H 2.7771 -0.8645 -0.8101
H 0.1409 0.5035 -0.5415
H 1.1476 1.5378 -1.7735
H 1.2723 -2.0064 -2.1692
C 3.8940 6.3211 3.5528
C 3.1991 4.9979 3.7328
O 2.0472 4.8112 3.3568
N 3.8922 3.9924 4.3346
C 5.2456 4.0199 4.8408
H 3.2170 7.0219 3.0595
H 4.1711 6.7356 4.5248
H 4.7801 6.1983 2.9257
H 3.3639 3.1322 4.4219
H 5.8211 3.2508 4.3204
H 5.2169 3.7839 5.9072
H 5.7216 4.9886 4.6966
C 2.4862 -6.2556 -4.5836
C 1.6261 -5.1558 -4.0225
O 1.3301 -4.1615 -4.6751
N 1.1726 -5.2892 -2.7453
C 1.4092 -6.3755 -1.8204
H 2.7697 -6.0068 -5.6085
H 3.3969 -6.3605 -3.9897
H 1.9314 -7.1966 -4.5979
H 0.6023 -4.5125 -2.4377
H 0.4432 -6.7985 -1.5348
H 1.8977 -5.9683 -0.9322
H 2.0335 -7.1564 -2.2514
C -2.5046 -1.9383 0.4529
C -2.4829 -0.4811 0.0822
O -1.4853 0.2178 0.2311
N -3.6182 0.0680 -0.4301
C -4.8917 -0.5709 -0.6774
H -1.5276 -2.2267 0.8485
H -3.2562 -2.1185 1.2249
H -2.7131 -2.5469 -0.4302
H -3.5235 1.0501 -0.6527
H -5.1226 -0.4743 -1.7380
H -5.6547 -0.0469 -0.0954
H -4.8860 -1.6237 -0.4032
C -2.1298 -1.4338 -4.3023
C -3.4576 -2.1232 -4.4554
O -4.1461 -2.4406 -3.4927
N -3.8916 -2.3965 -5.7180
C -3.2323 -2.1062 -6.9717
H -1.9171 -1.2813 -3.2427
H -1.3353 -2.0514 -4.7276
H -2.1560 -0.4573 -4.7917
H -4.7898 -2.8603 -5.7433
H -3.8906 -1.4669 -7.5649
H -3.0758 -3.0483 -7.5025
H -2.2753 -1.6077 -6.8290
C -2.4519 5.9490 0.8742
C -3.1666 4.6368 1.0508
O -4.3231 4.4677 0.6763
N -2.4890 3.6190 1.6475
C -1.1321 3.6211 2.1529
H -3.1189 6.6619 0.3845
H -2.1667 6.3556 1.8470
H -1.5690 5.8145 0.2453
H -3.0316 2.7701 1.7316
H -0.5724 2.8441 1.6281
H -1.1645 3.3812 3.2174
H -0.6393 4.5814 2.0123
```

Kohn-Sham gap ... 0.288 Eh
Net charge ... -1
DFT total energy ... -83485.6496 eV
HOMO ... -5.6 eV

Löwdin charges in e: N 0.119; B -0.529; O 0.024; S 0.649; O -0.426; O -0.434; N -0.333; S 0.625; O -0.440; O -0.428; C -0.243; C -0.257; C -0.506; S 0.653; H 0.090; H 0.064; H 0.111; H 0.112; H 0.091; H 0.117; H 0.077; H 0.024; H 0.081; H -0.132; C -0.023; C -0.551; O 0.018; N 0.020; C -0.080; H 0.079; H 0.079; H 0.081; H 0.112; H 0.086; H 0.083; H 0.068; C -0.018; C -0.553; O 0.012; N 0.009; C -0.075; H 0.082; H 0.085; H 0.081; H 0.133; H 0.082; H 0.092; H 0.072; C 0.010; C -0.518; O -0.018; N 0.019; C -0.078; H 0.082; H 0.088; H 0.085; H 0.140; H 0.073; H 0.081; H 0.078; C -0.038; C -0.543; O 0.011; N -0.005; C -0.084; H 0.031; H 0.081; H 0.090; H 0.136; H 0.079; H 0.081; H 0.077; C -0.017; C -0.560; O -0.003; N 0.011; C -0.074; H 0.079; H 0.084; H 0.085; H 0.129; H 0.078; H 0.079; H 0.070

=====

(4)
C30H52BrN3NiP2S as an isolated structure at a distorted geometry, computed with wB97M-V/def2-TZVPD.

```
90
C30H52BrN3NiP2S | the OMol25 dataset | wB97M-V/def2-TZVPD
N -5.2218 1.6759 -3.7787
C -5.1105 2.0461 -2.5059
C -3.9134 1.8930 -1.7965
C -2.7736 1.4590 -2.5100
C -2.9179 1.0314 -3.8467
C -4.1833 1.1842 -4.4445
C -1.4472 1.6047 -1.8774
Ni -0.3271 0.1779 -1.5427
P 1.6778 -0.1666 -1.3655
C -0.2265 1.7058 -2.6962
C 0.6811 2.8683 -2.5868
C 1.6921 3.0067 -3.5542
C 2.7534 3.8806 -3.3549
C 2.8441 4.6160 -2.1545
C 1.7521 4.6017 -1.2657
C 0.6768 3.7339 -1.4771
Br 4.3111 5.6518 -1.8229
H -1.4824 2.2319 -0.9819
H -0.2489 1.2980 -3.7177
H -3.8538 2.1802 -0.7462
H -2.0801 0.6678 -4.4472
H -5.9901 2.4698 -2.0142
H -4.3269 0.8985 -5.4917
H 1.6089 2.4360 -4.4782
H -0.1682 3.7450 -0.7920
H 3.5025 4.0117 -4.1303
H 1.7419 5.2807 -0.4198
P -1.2532 -1.8837 -1.5687
C 2.8077 1.1407 -0.7371
C 4.2680 1.0215 -1.1707
H 2.7750 1.1960 0.3551
H 2.4212 2.1059 -1.0594
H 4.8640 1.8997 -0.8597
H 4.7536 0.1196 -0.7579
H 4.2948 0.9715 -2.2634
C 2.2877 -0.5881 -3.0877
C 3.6617 -1.2227 -3.2943
H 2.2293 0.3520 -3.6613
H 1.5298 -1.2465 -3.5385
H 3.7626 -1.5505 -4.3405
H 4.4817 -0.5231 -3.1147
H 3.8037 -2.0954 -2.6455
C 1.8915 -1.5078 -0.1068
C 2.8075 -1.2231 1.0782
H 2.1450 -2.4513 -0.6139
H 0.8776 -1.6262 0.2968
H 2.5161 -1.8684 1.9197
H 3.8686 -1.4042 0.8480
H 2.6927 -0.1893 1.4208
C -1.2965 -2.9294 -0.0201
C -1.8092 -4.3648 -0.1454
H -1.8918 -2.3397 0.6938
H -0.2790 -2.9628 0.3919
H -2.8604 -4.4258 -0.4596
H -1.1960 -4.9492 -0.8442
H -1.7232 -4.8430 0.8412
C -0.4814 -3.0190 -2.8004
C -0.6319 -2.5803 -4.2644
H -0.9490 -4.0054 -2.6517
H 0.5831 -3.0923 -2.5219
H -1.5245 -3.0350 -4.7237
H -0.7202 -1.4890 -4.3854
H 0.2495 -2.9141 -4.8345
C -3.0002 -1.9656 -2.1152
C -4.0552 -1.6438 -1.0616
H -3.1571 -2.9763 -2.5228
H -3.0881 -1.2565 -2.9529
H -4.9996 -1.3895 -1.5605
H -4.2520 -2.5024 -0.4071
H -3.7753 -0.7931 -0.4272
C 0.6043 2.2733 2.0965
N 0.2975 1.2573 3.0952
C 0.4767 1.6632 4.4895
C -0.5844 0.2709 2.7685
S -1.3158 0.2261 1.2202
N -0.8751 -0.6355 3.7589
C 0.2286 -1.2151 4.5359
C -2.0519 -1.4878 3.6370
H 1.4369 2.8762 2.4665
H -0.2572 2.9216 1.8932
H 0.8860 1.7850 1.1586
H -0.3380 1.2868 5.1180
H 1.4381 1.2920 4.8720
H 0.4888 2.7580 4.5389
H 0.2222 -0.8139 5.5576
H 0.0826 -2.2986 4.5958
H 1.2016 -1.0212 4.0665
H -2.9005 -0.8855 3.3087
H -1.8973 -2.3012 2.9197
H -2.2603 -1.9186 4.6195
```

Energy above the lowest of the compared OMol25 structures with the same formula, charge and spin ... 67.3 kcal per mole
⟨S²⟩ ... 2.033
Kohn-Sham gap (spin up / spin down) ... 0.269 / 0.167 Eh
Net charge ... +2
DFT total energy ... -176906.5268 eV
HOMO (spin up / spin down) ... -13.7 / -13.6 eV
2S+1 ... 3

Löwdin charges in e: N 0.099; C -0.088; C 0.019; C -0.199; C -0.009; C -0.091; C -0.201; Ni 0.167; P 0.969; C -0.159; C -0.241; C -0.032; C -0.086; C -0.731; C -0.093; C -0.026; Br 0.887; H 0.094; H 0.120; H 0.128; H 0.110; H 0.128; H 0.127; H 0.125; H 0.114; H 0.118; H 0.114; P 0.947; C -0.347; C -0.103; H 0.056; H 0.041; H 0.097; H 0.085; H 0.048; C -0.329; C -0.118; H 0.074; H 0.048; H 0.093; H 0.052; H 0.082; C -0.353; C -0.115; H 0.097; H 0.001; H 0.083; H 0.088; H 0.051; C -0.394; C -0.114; H 0.014; H 0.061; H 0.077; H 0.071; H 0.089; C -0.373; C -0.137; H 0.082; H 0.073; H 0.089; H 0.050; H 0.086; C -0.366; C -0.124; H 0.101; H 0.057; H 0.088; H 0.076; H 0.049; C -0.098; N -0.186; C -0.030; C -0.676; S 0.733; N -0.205; C -0.039; C -0.071; H 0.104; H 0.095; H 0.029; H 0.100; H 0.102; H 0.103; H 0.096; H 0.100; H 0.089; H 0.083; H 0.075; H 0.104